1.
Here is a molecular structure, C29H35AgGeN5O2Se in a non-equilibrium geometry from the Open Molecules 2025 dataset. Energies are from wB97M-V/def2-TZVPD.

Output
Total charge = -1
Spin multiplicity = 1
Relative energy (zero: lowest compared OMol25 entry of this formula, charge and spin) = 94.1 kJ/mol
Largest force on an atom = 1.1 eV Å⁻¹

```
74
Properties=species:S:1:pos:R:3:lowdin_charge:R:1
Ag 1.959 0.129 0.247 0.67
Se 3.314 -2.242 0.302 0.89
Ge 0.829 -4.595 0.343 0.77
O 0.969 0.735 2.322 -0.15
O 4.149 0.593 -0.524 -0.21
N -4.818 1.771 -0.323 0.18
N -0.083 -0.151 -0.679 0.01
N 2.252 2.323 0.173 -0.07
N 3.097 2.650 -0.868 0.02
N -4.968 -0.060 0.938 0.17
C -6.123 1.600 0.071 -0.23
C 5.926 1.123 -2.570 -0.04
C 2.753 -4.140 0.289 -0.62
C 0.212 1.749 2.281 -0.53
C 6.785 1.360 -3.633 -0.11
C 1.263 3.127 0.415 -0.39
C 4.001 1.721 -1.105 -0.52
C 1.089 4.380 -0.416 -0.06
C -0.955 1.765 3.275 -0.06
C -0.704 0.916 -1.198 -0.11
C 6.679 2.534 -4.366 -0.13
C -8.569 0.795 1.085 -0.11
C -2.076 -0.567 0.594 0.00
C 4.947 2.051 -2.221 -0.15
C -2.742 0.504 -0.009 -0.14
C -1.999 1.279 -0.899 0.01
C 0.307 2.864 1.444 -0.08
C 3.225 -2.022 2.238 -0.40
C -0.038 -3.929 -1.295 -0.22
C -0.095 -4.038 2.003 -0.22
C 0.694 -6.575 0.311 -0.23
C 4.855 3.234 -2.955 -0.04
C -7.460 0.022 1.382 -0.03
C -6.243 0.443 0.868 -0.20
C -0.778 -0.844 0.233 -0.16
C -4.152 0.773 0.202 -0.26
C 5.712 3.470 -4.019 -0.11
C -8.467 1.944 0.293 -0.11
C -7.253 2.360 -0.224 -0.02
H -4.676 -0.896 1.407 0.15
H 0.174 -2.873 -1.457 0.00
H -7.546 -0.877 1.981 0.10
H 4.025 -2.587 2.715 0.02
H 7.348 2.722 -5.199 0.09
H -2.459 2.145 -1.354 0.11
H -9.537 0.506 1.474 0.09
H -1.057 0.774 3.717 0.06
H 1.146 4.123 -1.475 0.06
H 4.098 3.952 -2.676 0.10
H 0.328 -4.570 2.856 0.02
H 3.295 -4.630 1.099 0.01
H 5.625 4.389 -4.587 0.09
H 0.346 -4.488 -2.150 0.02
H -0.022 -2.968 2.195 -0.01
H -0.249 -1.671 0.689 0.06
H -1.152 -4.303 1.927 0.02
H 5.987 0.211 -1.992 0.10
H 1.178 -6.993 -0.573 0.01
H 7.535 0.624 -3.897 0.09
H -1.119 -4.066 -1.252 0.02
H -1.885 2.043 2.774 0.06
H -7.165 3.238 -0.849 0.11
H -2.555 -1.174 1.353 0.11
H -0.458 3.620 1.578 0.08
H -0.767 2.491 4.069 0.07
H 1.898 5.086 -0.220 0.07
H -0.359 -6.866 0.289 0.01
H -0.121 1.490 -1.910 0.12
H 1.150 -7.023 1.195 0.01
H -9.360 2.518 0.079 0.09
H 3.139 -4.534 -0.654 0.00
H 3.332 -0.959 2.445 0.01
H 0.133 4.856 -0.197 0.06
H 2.256 -2.362 2.594 0.01
```


2.
Here is a single C4H8O2 molecule from the Open Molecules 2025 dataset. Energies are from wB97M-V/def2-TZVPD.

Output
Spin multiplicity = 1
Relative energy (zero: lowest compared OMol25 entry of this formula, charge and spin) = 148.2 kJ/mol
Largest force on an atom = 0.4 eV Å⁻¹

```
14
Properties=species:S:1:pos:R:3:lowdin_charge:R:1
O -0.851 1.852 -0.693 0.00
O 1.481 0.931 0.291 -0.08
C 0.102 -1.128 0.077 -0.18
C -1.546 0.881 -0.064 -0.22
C 1.355 -0.348 -0.332 -0.24
C -1.172 -0.349 0.310 -0.11
H 0.103 1.703 -0.533 0.06
H -1.944 -0.909 0.832 0.09
H 0.318 -1.714 0.981 0.11
H -2.564 1.202 0.152 0.11
H 1.347 -0.141 -1.405 0.12
H 2.248 -0.952 -0.117 0.12
H -0.080 -1.876 -0.710 0.12
H 1.203 0.850 1.213 0.11
```